The following is a DFT calculation (ωB97M-V/def2-TZVPD) of a structure of composition C33H17F15GeN6PdS2.

```
75
Properties=species:S:1:pos:R:3
Pd 0.619 0.046 -0.381
C 0.850 -2.567 4.177
C 0.808 -1.117 3.882
N 0.968 -0.159 4.731
N 0.868 0.981 3.984
C 0.658 0.766 2.680
S 0.490 1.888 1.450
N 0.608 -0.600 2.616
N 0.383 -1.309 1.444
H 0.986 -2.699 5.247
H 1.685 -3.041 3.657
H -0.073 -3.059 3.870
H 0.973 1.881 4.421
H -0.566 -1.676 1.405
H 1.092 -2.025 1.320
C 1.266 -2.229 -2.661
N 0.301 -1.657 -1.746
C -0.931 -2.039 -1.758
C -1.911 -1.355 -0.983
C -3.248 -1.659 -0.692
C -3.715 -0.613 0.102
C -2.647 0.286 0.245
N -1.567 -0.151 -0.410
C 1.326 -1.497 -3.987
C 2.107 -2.029 -5.011
C 2.199 -1.391 -6.236
C 1.503 -0.209 -6.459
C 0.720 0.323 -5.449
C 0.634 -0.314 -4.216
H 1.043 -3.287 -2.847
H 2.247 -2.179 -2.183
H -1.233 -2.897 -2.363
H -3.791 -2.532 -1.018
H -4.705 -0.494 0.511
H -2.629 1.227 0.777
H 2.647 -2.954 -4.844
H 2.810 -1.818 -7.021
H 1.566 0.288 -7.418
H 0.163 1.237 -5.617
H 0.001 0.104 -3.443
F 6.565 1.898 1.833
C 6.921 1.083 0.829
C 6.052 0.825 -0.215
C 6.519 -0.021 -1.207
F 5.735 -0.300 -2.258
C 7.777 -0.590 -1.179
F 8.190 -1.394 -2.159
C 8.618 -0.310 -0.115
F 9.834 -0.844 -0.067
C 8.190 0.533 0.895
F 9.001 0.810 1.916
Ge 4.176 1.423 -0.327
S 3.022 -0.373 -0.059
C 3.931 2.290 -2.088
C 2.674 2.517 -2.618
F 1.570 2.161 -1.930
C 2.461 3.158 -3.823
F 1.225 3.388 -4.266
C 3.551 3.584 -4.560
F 3.372 4.199 -5.724
C 4.828 3.381 -4.068
F 5.882 3.802 -4.766
C 4.994 2.756 -2.845
F 6.253 2.637 -2.400
C 3.874 2.830 1.033
C 3.723 2.473 2.365
F 3.838 1.191 2.737
C 3.442 3.389 3.359
F 3.274 2.996 4.627
C 3.308 4.728 3.034
F 3.029 5.619 3.980
C 3.468 5.129 1.722
F 3.347 6.415 1.399
C 3.748 4.179 0.752
F 3.887 4.638 -0.500
```

Output
Energy relative to the best compared isomer or geometry (same formula, charge and spin) = 0.0 kJ/mol
Total charge = 0
Multiplicity = 3
Frontier orbital gap (alpha / beta) = 7.561 / 6.629 eV
LUMO (alpha / beta) = -0.03 / -1.36 eV
E_HOMO (alpha / beta) = -0.279 / -0.294 hartree
Strongest force on any atom = 0.475 eV Å⁻¹



The following is a DFT calculation (ωB97M-V/def2-TZVPD) of a structure of composition C33H20BrF5N3ORuS2 in a non-equilibrium geometry.

```
66
Properties=species:S:1:pos:R:3
Ru 0.400 0.490 0.130
S 1.018 -1.674 3.958
C -0.586 -2.047 3.481
C -0.958 -1.396 2.346
C 0.059 -0.559 1.807
C 1.181 -0.594 2.613
C 2.284 0.298 2.372
C 3.424 0.424 3.174
C 4.327 1.431 2.924
C 4.090 2.308 1.867
C 2.976 2.107 1.089
N 2.097 1.121 1.306
H -1.165 -2.735 4.081
H -1.937 -1.510 1.900
H 3.565 -0.276 3.987
H 5.209 1.551 3.541
H 4.760 3.129 1.654
H 2.771 2.761 0.252
O 2.712 4.203 -4.423
C 2.163 3.449 -3.460
C 1.060 3.842 -2.714
C 0.574 2.988 -1.748
N 1.114 1.791 -1.488
C 2.167 1.440 -2.210
Br 2.935 -0.232 -1.757
C 2.738 2.212 -3.195
H 2.226 5.030 -4.520
H 0.589 4.803 -2.881
H -0.286 3.248 -1.141
H 3.603 1.877 -3.749
F -3.204 4.532 5.030
C -2.906 3.822 3.940
C -1.595 3.666 3.541
F -0.611 4.229 4.250
C -1.305 2.942 2.402
F -0.019 2.850 2.048
C -2.290 2.353 1.604
S -1.977 1.491 0.113
C -3.599 2.537 2.044
F -4.608 2.017 1.337
C -3.908 3.247 3.187
F -5.180 3.389 3.571
N -0.450 -0.654 -1.108
C -0.670 -1.854 -1.421
C -0.353 -2.998 -0.499
C -1.355 -3.903 -0.160
C -1.091 -4.936 0.728
C 0.178 -5.081 1.272
C 1.180 -4.184 0.932
C 0.912 -3.138 0.060
C -1.316 -2.181 -2.730
C -1.081 -3.403 -3.357
C -1.689 -3.696 -4.570
C -2.545 -2.778 -5.161
C -2.776 -1.555 -4.543
C -2.157 -1.253 -3.341
H -2.348 -3.778 -0.575
H -1.883 -5.624 1.002
H 0.386 -5.890 1.962
H 2.173 -4.291 1.354
H 1.693 -2.439 -0.207
H -0.409 -4.120 -2.902
H -1.497 -4.645 -5.056
H -3.032 -3.013 -6.099
H -3.446 -0.837 -5.000
H -2.334 -0.306 -2.845
```

Output
Energy relative to the best compared isomer or geometry (same formula, charge and spin) = 119.5 kJ/mol
Total charge = 0
Multiplicity = 2
Frontier orbital gap (alpha / beta) = 6.845 / 6.951 eV
LUMO (alpha / beta) = -0.56 / -0.41 eV
E_HOMO (alpha / beta) = -0.272 / -0.270 hartree
Strongest force on any atom = 2.071 eV Å⁻¹



> What is the formula in the first record?

C33H17F15GeN6PdS2



> Which of these has the lowest energy relative to the best compared isomer or geometry (same formula, charge and spin)?

C33H17F15GeN6PdS2